# 1
Entry from the OMol25 dataset: C43H63AsGeN6O4STi as an isolated structure (wB97M-V/def2-TZVPD).

Structure (ORCA input):
```
! wB97M-V def2-TZVPD RIJCOSX def2/J DEFGRID3
* xyz 2 1
Ti -0.217 -0.188 0.308
C 3.655 -4.614 -4.227
C 3.046 -3.977 -3.009
C 3.691 -3.893 -1.806
C 3.118 -3.268 -0.676
C 3.912 -3.218 0.481
N 3.586 -2.591 1.570
C 4.412 -2.546 2.762
C 3.714 -3.163 3.967
C 2.644 -2.297 4.612
N 1.355 -2.257 3.909
C 0.243 -2.441 4.538
C -1.073 -2.179 4.080
C -2.089 -2.461 5.016
C -3.416 -2.168 4.800
C -4.484 -2.458 5.817
C -3.709 -1.561 3.583
C -2.743 -1.252 2.632
C -3.200 -0.652 1.405
N -2.511 -0.216 0.427
C -3.366 0.196 -0.692
C -3.421 -0.948 -1.682
C -2.122 -1.130 -2.426
N -0.919 -1.451 -1.607
C -0.164 -2.261 -2.250
C 1.149 -2.795 -1.979
C 1.760 -3.427 -3.049
C 1.806 -2.680 -0.723
O 1.255 -2.121 0.285
C -1.386 -1.555 2.837
O -0.485 -1.301 1.931
H 4.664 -4.967 -4.022
H 3.711 -3.900 -5.050
H 3.064 -5.464 -4.567
H 4.688 -4.309 -1.704
H 4.870 -3.731 0.479
H 2.711 -2.048 1.509
H 4.678 -1.505 2.962
H 5.329 -3.095 2.549
H 4.472 -3.339 4.733
H 3.304 -4.140 3.701
H 2.990 -1.266 4.699
H 2.434 -2.671 5.613
H 1.291 -1.895 2.951
H 0.338 -2.797 5.560
H -1.800 -2.924 5.954
H -4.153 -3.205 6.535
H -5.391 -2.827 5.340
H -4.747 -1.555 6.370
H -4.741 -1.311 3.356
H -4.289 -0.597 1.331
H -2.945 1.082 -1.156
H -4.368 0.431 -0.322
H -4.197 -0.748 -2.425
H -3.707 -1.866 -1.161
H -1.892 -0.206 -2.958
H -2.265 -1.922 -3.165
H -0.533 -2.617 -3.216
H 1.208 -3.490 -3.982
C 4.973 1.701 4.117
C 4.067 2.413 3.125
N 4.176 1.883 1.763
C 5.290 2.383 0.937
C 6.444 1.398 0.835
C 3.333 0.974 1.284
S 2.132 0.256 2.269
N 3.549 0.640 -0.022
C 2.608 0.323 -0.858
O 1.339 0.324 -0.646
C 3.008 0.008 -2.258
C 2.042 0.051 -3.262
C 2.393 -0.220 -4.574
C 3.706 -0.550 -4.888
C 4.668 -0.601 -3.888
C 4.323 -0.313 -2.577
H 4.857 2.143 5.107
H 6.023 1.781 3.839
H 4.711 0.645 4.183
H 4.313 3.473 3.075
H 3.028 2.325 3.435
H 5.623 3.312 1.399
H 4.909 2.621 -0.054
H 6.876 1.182 1.810
H 7.229 1.820 0.208
H 6.109 0.465 0.383
H 1.018 0.288 -2.988
H 1.646 -0.178 -5.357
H 3.980 -0.760 -5.913
H 5.690 -0.855 -4.134
H 5.066 -0.332 -1.792
C -1.160 4.227 2.820
Ge -1.623 2.321 2.754
C -1.094 1.528 4.461
C -3.571 2.231 2.518
C -0.536 1.641 1.261
H -1.414 4.644 3.795
H -1.721 4.786 2.071
H -0.095 4.387 2.650
H -1.600 2.046 5.276
H -0.018 1.630 4.606
H -1.355 0.473 4.526
H -4.004 3.132 2.952
H -4.007 1.377 3.035
H -3.869 2.195 1.471
H 0.478 1.875 1.593
H -0.729 2.287 0.409
C -1.462 2.807 -3.920
As -0.799 2.782 -2.122
C 0.984 3.489 -2.128
C -1.911 3.983 -1.103
O -0.792 1.209 -1.573
H -1.397 3.818 -4.320
H -2.500 2.479 -3.930
H -0.859 2.134 -4.528
H 0.992 4.515 -2.491
H 1.605 2.861 -2.767
H 1.363 3.454 -1.107
H -2.304 4.760 -1.757
H -1.326 4.438 -0.306
H -2.735 3.422 -0.668
*
```

Computed properties:
Kohn-Sham gap: 6.8 eV
HOMO energy: -12.3 eV

Mulliken population analysis, charges in e, atoms 1 to 6:
1. Ti -0.327
2. C -1.647
3. C 0.088
4. C -1.480
5. C 0.548
6. C 0.047



# 2
Entry from the OMol25 dataset: a 5-piece molecular cluster, C43H63ClF32I2NO9P2 overall at a distorted geometry (wB97M-V/def2-TZVPD).

Structure (ORCA input):
```
! wB97M-V def2-TZVPD RIJCOSX def2/J DEFGRID3
* xyz -1 1
C -2.078 -5.860 -4.143
C -0.532 -6.150 -3.862
C -0.277 -5.870 -2.340
C 0.262 -4.439 -1.944
C -0.170 -3.229 -2.834
P -1.588 -2.102 -2.185
Cl -2.668 -3.775 -1.268
C -0.971 -1.783 -0.413
I -2.449 -2.147 1.191
C 0.247 -1.327 0.035
C 1.400 -1.029 -0.955
I 0.635 -0.989 2.164
O -3.082 -1.222 -1.838
C -3.322 -0.345 -2.907
C -4.588 0.603 -2.797
C -5.577 0.308 -4.020
P -6.602 -1.221 -3.791
O -6.084 -2.358 -4.657
O -6.560 -1.752 -2.205
C -7.408 -2.892 -2.008
C -8.694 -2.567 -1.155
O -8.171 -0.864 -4.321
C -8.852 0.019 -3.401
C -8.899 1.519 -3.904
C -1.899 0.379 -3.113
C -1.653 1.753 -2.382
C -1.866 1.738 -0.819
C -3.259 2.299 -0.318
C -3.930 1.200 0.597
C -2.988 3.539 0.647
C -1.651 0.768 -4.676
N -0.475 0.077 -5.249
C 0.745 0.893 -5.131
O -0.934 -0.656 -2.918
H -2.714 -6.179 -3.274
H -2.284 -4.766 -4.261
H -2.465 -6.444 -5.019
H 0.015 -5.465 -4.549
H -0.397 -7.233 -4.081
H 0.488 -6.619 -1.989
H -1.203 -6.097 -1.759
H 1.389 -4.504 -2.005
H 0.070 -4.327 -0.843
H 0.755 -2.634 -3.075
H -0.539 -3.519 -3.854
H -2.284 -2.440 -3.405
H 1.811 -1.998 -1.321
H 1.186 -0.284 -1.748
H 2.233 -0.581 -0.342
H -3.465 -0.781 -3.937
H -4.257 1.657 -2.949
H -5.178 0.443 -1.870
H -6.193 1.242 -4.124
H -5.020 0.228 -4.989
H -7.747 -3.312 -2.986
H -6.880 -3.730 -1.487
H -9.462 -1.992 -1.719
H -8.445 -2.096 -0.171
H -9.167 -3.555 -0.904
H -8.390 0.004 -2.379
H -9.902 -0.346 -3.292
H -8.107 2.072 -3.333
H -9.874 2.019 -3.722
H -8.587 1.541 -4.977
H -2.261 2.559 -2.858
H -0.568 1.996 -2.549
H -1.076 2.413 -0.388
H -1.711 0.743 -0.345
H -3.929 2.678 -1.123
H -3.120 0.835 1.282
H -4.282 0.307 0.027
H -4.738 1.616 1.248
H -2.718 4.454 0.069
H -2.189 3.255 1.369
H -3.933 3.668 1.240
H -1.439 1.871 -4.734
H -2.573 0.579 -5.288
H -0.646 -0.188 -6.215
H 0.585 1.964 -5.424
H 1.544 0.400 -5.729
H 1.062 0.882 -4.054
C 0.780 -8.372 3.178
C 2.220 -7.872 3.428
C 2.631 -6.644 2.614
F 2.586 -6.862 1.295
F 3.913 -6.296 2.902
F 3.090 -8.892 3.242
F 2.306 -7.543 4.750
O 0.601 -9.455 2.255
C 0.541 -9.120 0.892
C 1.709 -9.711 0.093
F 2.902 -9.310 0.568
F 1.641 -9.313 -1.196
F 0.422 -7.790 0.771
F -0.607 -9.646 0.420
H 0.436 -8.781 4.130
H 0.095 -7.550 2.966
H 1.993 -5.787 2.850
H 1.683 -10.802 0.124
C -3.941 5.334 7.283
C -5.031 4.456 6.619
C -4.590 3.141 5.962
F -3.728 3.317 4.953
F -5.668 2.509 5.440
F -5.725 5.216 5.743
F -5.907 4.122 7.609
O -3.413 6.453 6.548
C -2.353 6.269 5.647
C -2.755 6.571 4.198
F -3.776 5.801 3.789
F -1.718 6.332 3.367
F -1.819 5.051 5.802
F -1.394 7.143 6.016
H -4.437 5.807 8.131
H -3.144 4.735 7.724
H -4.134 2.472 6.698
H -3.055 7.615 4.089
C 5.904 0.264 3.306
C 4.966 -0.673 2.504
C 5.619 -1.846 1.762
F 6.502 -1.461 0.828
F 4.671 -2.564 1.117
F 4.223 0.074 1.662
F 4.099 -1.208 3.405
O 6.317 1.509 2.711
C 7.429 1.553 1.858
C 7.055 1.954 0.426
F 6.163 1.110 -0.119
F 8.148 1.933 -0.373
F 8.109 0.400 1.924
F 8.253 2.499 2.366
H 5.313 0.587 4.165
H 6.750 -0.272 3.736
H 6.125 -2.517 2.464
H 6.627 2.957 0.402
C 9.359 7.048 2.470
C 8.597 6.115 1.496
C 9.421 5.122 0.667
F 10.299 5.718 -0.153
F 8.596 4.391 -0.123
F 7.815 6.872 0.694
F 7.749 5.374 2.262
O 9.648 8.396 2.057
C 10.796 8.676 1.300
C 10.460 9.206 -0.099
F 9.713 8.340 -0.803
F 11.596 9.414 -0.803
F 11.611 7.612 1.281
F 11.460 9.638 1.972
H 8.681 7.189 3.314
H 10.238 6.564 2.897
H 9.965 4.427 1.314
H 9.913 10.148 -0.032
*
```

Computed properties:
Kohn-Sham gap: 6.1 eV
HOMO energy: -4.5 eV

Mulliken population analysis, charges in e, atoms 1 to 6:
1. C -0.723
2. C -0.642
3. C -0.131
4. C -0.583
5. C -1.013
6. P 1.096



# 3
Entry from the OMol25 dataset: C43H64BCrFN9O3 as an isolated structure (wB97M-V/def2-TZVPD).

Structure (ORCA input):
```
! wB97M-V def2-TZVPD RIJCOSX def2/J DEFGRID3
* xyz 2 4
Cr 0.661 -0.591 -0.638
C -0.971 -1.001 -4.467
C 0.498 -0.726 -4.120
C 0.642 0.574 -3.339
C 1.110 -1.869 -3.374
C 1.573 -3.087 -3.857
C 2.045 -3.793 -2.763
C 2.713 -5.143 -2.846
C 1.999 -6.269 -2.107
C 4.186 -5.087 -2.449
N 1.864 -3.017 -1.671
N 1.303 -1.843 -2.055
B 2.296 -3.035 -0.181
N 3.208 -1.760 0.059
N 2.705 -0.509 -0.250
C 3.636 0.396 0.069
C 4.725 -0.254 0.631
C 4.430 -1.604 0.621
C 5.398 -2.647 1.126
C 6.398 -3.031 0.028
C 4.809 -3.876 1.818
C 3.534 1.875 -0.191
C 2.110 2.398 -0.257
C 4.310 2.247 -1.459
N 1.033 -2.859 0.784
N 0.721 -1.558 1.127
C 0.187 -1.564 2.363
C 0.059 -2.891 2.764
C 0.580 -3.677 1.759
C 0.474 -5.177 1.697
C 1.781 -5.956 1.848
C -0.337 -5.563 0.457
C 0.001 -0.371 3.283
C -0.448 -0.846 4.666
C -0.925 0.748 2.816
H -1.398 -0.150 -5.001
H -1.548 -1.182 -3.559
H -1.064 -1.881 -5.104
H 1.061 -0.633 -5.051
H 0.003 0.572 -2.443
H 0.265 1.425 -3.908
H 1.674 0.778 -3.051
H 1.583 -3.419 -4.883
H 2.666 -5.379 -3.911
H 2.083 -6.148 -1.029
H 2.462 -7.222 -2.369
H 0.942 -6.324 -2.369
H 4.282 -4.960 -1.371
H 4.709 -4.268 -2.946
H 4.680 -6.021 -2.719
H 2.868 -4.039 0.068
H 5.629 0.198 1.007
H 5.961 -2.101 1.885
H 5.893 -3.517 -0.804
H 7.144 -3.722 0.425
H 6.916 -2.152 -0.359
H 4.517 -4.646 1.106
H 3.940 -3.628 2.431
H 5.568 -4.311 2.470
H 4.033 2.352 0.656
H 1.576 1.984 -1.112
H 2.116 3.482 -0.396
H 1.545 2.172 0.651
H 3.869 1.767 -2.336
H 5.350 1.927 -1.394
H 4.294 3.327 -1.616
H -0.360 -3.256 3.686
H -0.134 -5.426 2.569
H 2.438 -5.843 0.990
H 1.553 -7.018 1.953
H 2.329 -5.641 2.738
H 0.158 -5.227 -0.452
H -1.323 -5.093 0.478
H -0.462 -6.646 0.404
H 1.004 0.055 3.395
H -1.430 -1.324 4.616
H -0.526 0.011 5.336
H 0.255 -1.551 5.109
H -1.924 0.357 2.592
H -0.545 1.263 1.941
H -1.023 1.482 3.618
C -6.407 1.779 1.617
C -6.022 1.556 0.164
N -4.558 1.465 -0.025
C -3.993 0.252 -0.111
C -2.650 0.032 -0.224
C -2.161 -1.380 -0.378
O -2.848 -2.298 0.000
O -1.028 -1.475 -1.016
C -1.773 1.128 -0.229
O -0.508 1.031 -0.249
C -2.369 2.443 -0.132
C -1.550 3.585 -0.110
C -2.109 4.812 0.001
F -1.316 5.903 0.102
C -3.506 5.006 0.070
C -4.311 3.887 0.060
C -3.756 2.596 -0.026
N -4.029 6.296 0.178
C -3.540 7.422 -0.592
C -3.145 8.558 0.328
N -4.362 8.927 1.154
C -4.917 7.742 1.916
C -5.209 6.602 0.949
H -7.490 1.867 1.704
H -5.954 2.686 2.020
H -6.085 0.938 2.232
H -6.406 2.337 -0.489
H -6.433 0.620 -0.204
H -4.661 -0.601 -0.081
H -0.473 3.472 -0.147
H -5.384 4.014 0.091
H -4.335 7.768 -1.269
H -2.695 7.147 -1.213
H -2.824 9.450 -0.205
H -2.374 8.244 1.029
H -5.086 9.288 0.529
H -4.138 9.684 1.800
H -5.810 8.078 2.438
H -4.154 7.458 2.637
H -6.054 6.874 0.301
H -5.515 5.745 1.543
*
```

Computed properties:
Kohn-Sham gap (spin up / spin down): 7.5 / 7.5 eV
HOMO energy (spin up / spin down): -12.5 / -12.5 eV
<S²>: 3.778

Mulliken population analysis, charges in e, atoms 1 to 6:
1. Cr -0.637
2. C -1.395
3. C 0.307
4. C -1.507
5. C -0.847
6. C -1.293



no.,calculated total energy (eV)
1,-214040.578
2,-199790.897
3,-96991.526